1.
This record from the OMol25 dataset describes a structure of composition C3H2LaLiO3 in a non-equilibrium geometry. The level of theory is ωB97M-V/def2-TZVPD.

Positions of all 10 atoms, in Å:
La (0.61351, 1.17459, -0.99497)
O (-3.62867, -0.36458, 0.10699)
O (-0.43668, 0.96996, -3.06349)
O (-2.31248, 0.01905, -2.36840)
C (-1.84347, 0.11756, -1.01826)
C (-1.55390, 0.49049, -3.38139)
C (-2.80022, 0.61756, -0.13551)
Li (-2.40674, 0.25667, -5.27056)
H (-2.57931, 1.14098, 0.81441)
H (-2.32997, -1.13109, -0.49944)

Cartesian forces, eV/Å:
La -1.21 -0.66 -0.42
O -0.43 4.49 0.85
O 0.95 0.45 0.47
O 0.35 0.98 -1.67
C 3.87 -3.15 -1.19
C -1.28 -0.82 0.50
C -4.29 -5.43 4.51
Li 0.02 -0.01 0.21
H -0.64 1.49 -0.96
H 2.67 2.65 -2.31

Properties
* HOMO level (alpha / beta): -9.48 / -11.06 eV
* F_max: 8.26 eV Å⁻¹
* net charge: +1
* gap between HOMO and LUMO (alpha / beta): 0.20815 / 0.25640 Eh
* ⟨S²⟩: 0.75
* LUMO level (alpha / beta): -0.140 / -0.150 Eh
* multiplicity: 2
* relative energy (zero: lowest compared OMol25 entry of this formula, charge and spin): 1.8202 eV

2.
This record from the OMol25 dataset describes a cluster of 10 separate species, C51H69O26P3 in total in a non-equilibrium geometry. The level of theory is ωB97M-V/def2-TZVPD.

Positions of all 149 atoms, in Å:
P (1.38978, 9.15834, -1.84214)
P (-6.16672, -4.82509, 0.51253)
P (-0.55826, -2.04890, -5.83283)
O (6.61689, 0.64966, 0.54619)
O (2.95344, -5.33529, -1.37407)
O (-6.86948, -6.20891, 0.05276)
O (-1.95454, -1.67472, -5.11660)
O (-1.51035, -10.89513, 4.92306)
O (-1.66214, 3.35253, 1.64805)
O (0.90294, 9.76515, -0.42974)
O (-4.65120, -4.86830, 0.09242)
O (0.52054, 8.14287, -2.52872)
O (-8.42930, 5.01314, -4.12284)
O (9.07907, -7.16754, 1.40451)
O (-5.26298, 7.52591, 4.23176)
O (7.86961, 4.49706, 4.37770)
O (-8.68168, 11.15080, 2.08175)
O (1.08544, -1.28964, 2.15069)
O (0.74800, -5.91982, 5.83594)
O (0.70372, -1.81035, -5.02725)
O (5.67317, -5.30514, 5.28761)
O (-0.78633, -1.13155, -7.17915)
O (7.43726, -7.47212, -3.40872)
O (-6.79702, -3.79592, -0.54696)
O (1.60822, 10.55755, -2.63123)
O (-0.78668, -3.53795, -6.41057)
O (-6.42659, -4.33747, 1.97457)
O (-3.34631, 5.98624, -5.61452)
O (2.93668, 8.58951, -1.59131)
C (6.87024, 1.63722, 1.41553)
C (7.71110, -5.50657, 2.33071)
C (-7.41687, -7.10592, 1.02198)
C (-7.15318, 5.25004, -4.51170)
C (7.25630, -7.00944, 4.64665)
C (8.13045, 3.63838, 2.12785)
C (4.02977, -5.93277, -1.93512)
C (0.32991, -0.19405, 1.95616)
C (-4.92061, 5.71079, -3.74785)
C (-6.93204, -3.97887, -1.97592)
C (-5.54739, 5.61361, -6.17168)
C (-0.77701, -0.00660, 2.73426)
C (-4.59294, 5.78240, -5.10897)
C (8.24277, -6.76337, 2.44112)
C (0.15865, 1.97126, 1.01467)
C (-1.93083, -0.67177, -4.04049)
C (-0.46659, 10.15801, -0.35896)
C (-6.59884, 9.47383, 4.49788)
C (-0.05588, -9.14083, 4.36515)
C (6.55327, -5.80046, 4.38431)
C (-6.22061, 5.48066, -3.53927)
C (0.70825, -8.06326, 4.59536)
C (-0.83730, -7.59693, 6.38590)
C (-0.80928, 0.24688, -7.13977)
C (-1.00354, -9.65252, 5.16414)
C (7.83143, 2.66157, 1.15976)
C (6.04110, -5.57075, -3.09151)
C (-1.40314, -8.86038, 6.22445)
C (-1.54978, 1.18023, 2.58441)
C (6.26023, -6.92451, -3.03617)
C (0.36978, -4.35331, -6.58762)
C (0.81259, 0.74400, 1.03018)
C (2.29860, 10.49884, -3.95576)
C (3.17609, 7.52968, -0.65090)
C (4.92519, -5.06655, -2.52481)
C (-7.95828, 10.13630, 2.49611)
C (-7.45598, 10.34316, 3.85084)
C (-6.87595, 5.28763, -5.90454)
C (-7.57623, 9.07622, 1.73458)
C (-3.70754, -5.78620, 0.59989)
C (-6.13140, 8.43365, 3.58962)
C (4.25058, -7.25335, -1.92206)
C (6.25220, 1.64430, 2.64147)
C (-1.00348, 2.16158, 1.73703)
C (0.25574, -7.23205, 5.60587)
C (6.48785, 2.66029, 3.59353)
C (6.83463, -4.99180, 3.28728)
C (5.40460, -7.81586, -2.37089)
C (7.46009, 3.65487, 3.34521)
C (-6.66362, 8.19255, 2.33529)
C (8.11328, -7.44450, 3.64192)
H (-7.16886, -8.14279, 0.79504)
H (-1.73569, 0.69054, -6.77504)
H (-7.57512, -4.83498, -2.17995)
H (-0.96508, -0.24804, -3.76509)
H (-2.79492, 6.28587, -4.88802)
H (4.72465, -4.00858, -2.44190)
H (-3.34832, -6.38690, -0.23571)
H (1.18772, -3.85916, -7.11191)
H (-4.19299, -6.48952, 1.27650)
H (-1.04329, 9.75780, 0.47490)
H (-2.19167, -9.20235, 6.87841)
H (0.72635, -1.61208, 2.98055)
H (2.53728, 9.45754, -4.17213)
H (7.22338, 4.53889, 5.08638)
H (5.39876, 1.00975, 2.82962)
H (-5.97800, -4.28331, -2.40628)
H (6.02626, 2.42571, 4.54132)
H (-1.15637, -0.67999, 3.48860)
H (-5.00401, 7.69626, 5.14033)
H (-7.88439, 8.83776, 0.72731)
H (-1.92455, -11.10705, 5.76279)
H (2.35618, 7.13921, -0.04810)
H (-1.04706, 10.01365, -1.27017)
H (8.69417, -8.32546, 3.87183)
H (-2.18496, -1.14352, -3.09130)
H (3.29060, 10.91549, -3.78121)
H (-5.25986, 5.69140, -7.20980)
H (1.43020, -7.69271, 3.88270)
H (6.65727, -4.84065, -3.59518)
H (0.70401, -4.75075, -5.62926)
H (-7.70595, 5.12327, -6.57570)
H (-1.21887, -7.07358, 7.25014)
H (3.49069, -7.83365, -1.41986)
H (0.04810, 0.83503, -6.81258)
H (-8.68753, 4.13260, -3.84076)
H (8.44735, 2.68166, 0.27282)
H (-2.10047, 3.65995, 2.44489)
H (-2.37911, 1.21179, 3.27549)
H (5.68748, -8.85681, -2.31783)
H (6.17963, -4.95223, 6.02284)
H (3.95391, 7.92045, 0.00514)
H (3.19998, -4.49927, -0.97173)
H (-8.49840, -7.18765, 1.13008)
H (-2.88797, -5.29456, 1.12401)
H (-1.01193, 0.42814, -8.19531)
H (1.69554, -5.99467, 5.97073)
H (3.62592, 6.59604, -0.98864)
H (-6.45234, 5.17330, -2.53019)
H (7.06348, 0.69492, -0.30240)
H (0.18064, -5.20502, -7.24102)
H (-6.91621, -6.90252, 1.96859)
H (-7.60124, 11.29775, 4.33464)
H (8.08951, -4.93071, 1.49908)
H (7.61653, -7.25727, -4.32704)
H (1.74482, 0.56605, 0.51474)
H (6.39407, -4.00755, 3.22760)
H (1.93968, 10.70871, -4.96334)
H (8.66450, -6.98240, 0.55865)
H (-6.04726, 9.58544, 5.41968)
H (-4.15839, 5.76585, -2.98469)
H (-2.74653, 0.03622, -4.18708)
H (-7.18808, -3.03632, -2.45980)
H (7.13456, -7.39417, 5.64843)
H (0.69677, 2.71180, 0.44160)
H (-9.10922, 11.13068, 1.22245)
H (-0.34241, 11.21755, -0.13520)
H (-6.27861, 7.38086, 1.73587)
H (0.17676, -9.80558, 3.54639)
H (8.98737, 4.29364, 2.07603)

Cartesian forces, eV/Å:
P 0.49 -1.15 -0.81
P -2.25 2.57 3.28
P 0.66 1.31 0.26
O -0.82 -1.15 -0.40
O -1.57 -0.69 0.83
O 0.15 0.32 0.23
O 1.08 0.18 0.95
O -0.08 0.14 0.25
O 0.17 1.22 -1.01
O 0.60 -1.86 -1.08
O -0.32 0.40 -0.58
O 1.16 1.73 1.28
O -1.95 0.33 0.28
O 0.04 -0.77 0.92
O 0.07 -0.78 -2.05
O 0.25 0.07 -1.09
O -1.76 2.51 -0.36
O 0.40 -1.02 0.41
O -0.10 -1.26 -0.23
O -2.55 -0.52 -1.74
O -0.86 0.32 1.10
O 1.40 -2.85 1.67
O 1.35 -0.49 -0.97
O 0.36 -0.19 0.20
O 0.14 -0.70 -1.53
O -0.02 1.44 0.32
O 0.85 -2.13 -4.63
O 0.53 0.24 0.58
O -2.34 0.48 -0.10
C 2.01 2.04 -0.33
C -0.63 0.89 0.02
C 0.82 -1.07 0.93
C -0.26 -0.50 -1.54
C -0.69 2.35 -1.30
C -0.29 -0.59 0.42
C 0.38 2.97 -0.35
C 0.91 0.41 -0.92
C 2.23 0.50 -2.88
C 1.09 -0.93 0.36
C -0.44 -0.34 0.76
C -1.88 2.04 -0.26
C -0.83 -0.04 -1.88
C 0.68 0.32 -0.30
C 0.97 -0.85 -0.68
C -0.56 -0.93 0.97
C -0.39 1.63 0.43
C 0.30 -1.01 -4.32
C 1.33 -2.90 -2.55
C 1.29 -0.43 -0.43
C -1.41 -1.44 1.93
C -0.31 2.62 0.26
C 0.12 -1.29 0.49
C -1.33 1.79 -2.01
C -0.98 0.54 1.47
C -0.22 -0.09 1.05
C 0.49 0.67 -0.81
C -0.26 0.16 -0.25
C 2.62 -1.49 -0.32
C 0.03 -1.34 1.14
C 0.86 -0.73 -0.18
C -1.19 0.11 1.48
C 1.77 -2.08 1.01
C 0.95 -0.23 1.12
C -0.73 0.16 0.57
C 1.35 -0.15 2.00
C 0.31 -0.01 -0.17
C 1.02 0.71 2.72
C 0.73 -0.92 0.90
C -0.04 -1.13 0.20
C -0.36 -0.36 3.69
C -1.67 -2.14 1.61
C -0.98 1.28 0.54
C -1.79 0.05 1.59
C -0.36 1.84 1.07
C 0.95 -0.79 -1.20
C 0.40 -1.19 -0.21
C 0.94 1.34 -1.51
C -0.98 -1.20 1.46
C 1.05 -0.03 0.36
C 0.10 -1.14 0.77
H 0.53 0.10 -0.58
H -0.06 -0.39 1.11
H -0.54 0.45 -0.01
H 0.12 0.23 -1.06
H 0.43 0.04 -0.01
H 0.07 0.16 -0.35
H 0.25 0.19 0.00
H -0.02 0.51 0.38
H 0.08 0.04 0.25
H 0.56 -0.65 0.04
H -0.13 0.07 0.22
H 0.44 -0.87 0.12
H 0.03 -0.44 0.49
H -0.19 -0.24 -0.14
H 0.26 -0.56 0.03
H 0.32 0.14 0.11
H -0.05 0.81 0.32
H 0.40 -0.56 -0.09
H -0.51 0.70 -0.18
H -0.27 0.43 -0.05
H -0.38 -0.61 -0.10
H -0.55 0.83 -0.16
H 0.33 -0.10 -0.10
H 0.14 -0.21 -0.44
H -0.24 -0.60 -0.14
H -0.32 0.53 -0.14
H 0.55 0.10 0.10
H 0.26 -0.22 0.07
H 0.68 -0.42 -0.07
H 0.09 0.23 -0.02
H 0.32 0.02 -0.35
H 0.37 0.72 -0.24
H -0.04 -0.33 0.07
H 0.25 -0.66 0.24
H 0.63 -0.16 -0.09
H -0.16 -0.24 -0.28
H 0.11 -0.53 0.18
H -0.35 0.85 -0.43
H -0.22 0.00 0.08
H -0.15 0.06 0.26
H -0.27 0.11 0.33
H 0.04 0.03 -0.13
H -0.08 1.17 -0.26
H -0.19 0.18 -0.18
H 0.72 0.73 -0.28
H 0.23 0.16 -0.09
H -0.07 0.30 -1.37
H -0.70 0.49 0.27
H 0.24 0.47 0.18
H -0.84 0.09 0.13
H -0.55 0.08 0.24
H -0.76 0.13 -0.17
H -0.37 0.30 -0.17
H 0.23 0.08 -0.08
H -0.06 -0.01 -0.05
H -0.01 0.00 -0.09
H -1.46 1.36 0.83
H -0.13 0.11 0.02
H -0.50 0.39 0.21
H -0.08 0.05 0.13
H 0.45 0.18 -0.55
H -0.45 -0.18 0.44
H 0.16 -0.62 -0.20
H -0.74 0.61 -0.04
H 0.33 -0.67 -0.08
H -0.69 0.21 -0.26
H 0.04 -0.24 0.20
H 0.32 0.05 -0.40
H -0.04 0.18 -0.56

Properties
* HOMO level: -7.83 eV
* F_max: 5.17 eV Å⁻¹
* gap between HOMO and LUMO: 0.29383 Eh
* LUMO level: 0.006 Eh

3.
This record from the OMol25 dataset describes a structure of composition C5H11NO in a non-equilibrium geometry. The level of theory is ωB97M-V/def2-TZVPD.

Positions of all 18 atoms, in Å:
O (1.06856, -1.11544, -2.08913)
N (1.03789, -0.64545, 0.65755)
C (0.49973, 0.63634, 0.37634)
C (-0.92368, 0.47889, -0.43973)
C (-1.38709, -0.84294, -0.94315)
C (0.99856, -1.66389, -1.02869)
C (0.42183, 1.67480, 1.55619)
H (-1.68903, -0.88221, -2.01474)
H (-0.36704, -1.63724, -0.89969)
H (1.45932, 1.78452, 1.87549)
H (0.08998, 2.71486, 1.33425)
H (-0.83820, 1.21075, -1.22520)
H (1.37357, -2.69690, -0.91655)
H (1.21135, 1.06115, -0.31968)
H (0.74700, -0.91036, 1.61069)
H (-2.04089, -1.46328, -0.31193)
H (-0.15813, 1.39281, 2.44804)
H (-1.50376, 0.90357, 0.32994)

Cartesian forces, eV/Å:
O 1.22 0.42 0.96
N 0.76 -0.69 -1.06
C -0.33 -0.13 -1.10
C 1.14 0.54 0.28
C 1.13 -1.94 0.12
C 1.07 1.31 0.60
C 0.37 -0.35 0.00
H 0.36 0.04 0.86
H -3.35 1.35 0.53
H 0.01 0.03 0.22
H 0.03 -0.90 -0.60
H -0.22 0.14 -0.43
H -0.26 0.28 0.94
H -0.09 0.45 -0.49
H -0.15 -1.00 -0.93
H -0.12 0.70 -0.11
H 0.02 -0.42 -0.39
H -1.60 0.17 0.59

Properties
* HOMO level (alpha / beta): -8.32 / -8.32 eV
* F_max: 3.65 eV Å⁻¹
* gap between HOMO and LUMO (alpha / beta): 0.31444 / 0.31449 Eh
* LUMO level (alpha / beta): 0.009 / 0.009 Eh
* relative energy (zero: lowest compared OMol25 entry of this formula, charge and spin): 5.4114 eV

Q: Number 1 is which compound?
A: C3H2LaLiO3

Q: The lowest F_max belongs to which entry?
A: C5H11NO